The following is a quantum chemistry calculation of a structure of composition C10H27ClIO2P2SV in a non-equilibrium geometry, from OMol25.

**Charge**: +3
**Expectation value of S²**: 1.0141
**E_HOMO (spin up / spin down)**: -17.273 / -17.770 eV
**LUMO energy (spin up / spin down)**: -0.477 / -0.455 Ha
**2S+1**: 2
**Frontier orbital gap (spin up / spin down)**: 4.298 / 5.377 eV

Positions of all 45 atoms, in Å:
C (1.6528, -2.9728, -0.3152)
H (-4.7919, -1.0698, -2.6351)
H (4.2412, 0.8770, 2.6860)
H (0.2209, 4.2062, -0.6898)
H (-1.8338, -2.2352, 1.0140)
H (-1.5047, 2.5381, -2.4786)
C (-1.4090, 2.2989, 1.2265)
C (-0.7853, -2.5412, 1.1135)
H (-0.7129, -3.6370, 1.1652)
C (-1.7961, 2.6580, -1.4382)
C (1.7457, 1.4531, 2.8888)
H (-1.9459, -2.9714, -1.4531)
H (-3.1708, -1.5810, -3.1710)
H (2.4177, -2.4861, -0.9497)
H (4.3731, 0.1494, 1.0138)
H (-0.2920, -2.1089, 1.9929)
I (0.9217, 0.5200, -3.8636)
H (-3.4577, 0.1493, -3.0130)
H (1.1978, 3.3796, 0.5963)
Cl (2.9788, 0.4796, -1.2137)
P (-0.5182, 1.9885, -0.3201)
H (1.6043, 2.2399, 2.1462)
C (-3.1446, -0.8806, -1.2748)
H (-0.6041, -4.1805, -1.2052)
H (-1.8175, 3.3253, 1.1517)
C (0.7603, 3.2895, -0.4052)
H (1.5486, 3.0012, -1.1236)
H (-0.7539, 2.2120, 2.1151)
H (0.7982, 1.1890, 3.3659)
C (-3.7050, -0.8264, -2.5712)
O (-2.8406, -0.4781, -0.2118)
C (-0.8580, -3.1571, -1.5377)
H (-2.2451, 1.5865, 1.3050)
H (1.4411, -4.0139, -0.6043)
H (1.9610, -2.9074, 0.7340)
H (-0.5287, -2.9973, -2.5726)
C (4.0040, 0.0137, 2.0435)
H (4.2635, -0.9841, 2.4532)
V (0.6487, 0.1954, -1.4019)
H (-1.9097, 3.7114, -1.1579)
H (-2.7195, 2.0954, -1.2493)
O (1.8157, -1.2491, 2.6870)
H (2.4656, 1.7696, 3.6563)
S (2.2016, -0.0036, 1.9289)
P (0.0830, -2.0453, -0.4274)

The following is a quantum chemistry calculation of a structure of composition C10H27IO2Si3Sn, from OMol25.

**Charge**: -2
**E_HOMO**: -1.147 eV
**LUMO energy**: 0.178 Ha
**Frontier orbital gap**: 5.990 eV

Positions of all 44 atoms, in Å:
O (1.6310, 2.8288, 1.4380)
H (-3.4829, -0.8555, -1.4030)
C (-3.7266, -0.0544, 1.5818)
Sn (-0.1427, 2.4434, 1.6771)
H (0.8542, -3.2048, 0.6766)
H (1.9843, -2.5955, -0.5342)
H (2.5574, -2.9710, 1.0992)
H (-0.1186, -1.3770, 2.9437)
C (3.1328, -0.0167, 1.0963)
H (-2.7896, -2.5972, 0.4182)
Si (-1.4994, -0.4691, 0.0599)
C (-1.7277, -2.3306, 0.4271)
H (-4.4056, 0.0822, 0.7278)
H (-1.3184, -2.6067, 1.4025)
H (2.4487, 2.4092, -0.6062)
H (0.0554, 2.9526, -2.8536)
H (3.2362, 1.1155, -1.5405)
C (-2.5824, -0.2396, -1.4935)
I (-1.2218, 5.1789, 4.2339)
Si (1.3943, -0.7379, 1.0263)
H (-2.0728, -0.5332, -2.4129)
H (1.6780, -1.0216, -2.8216)
H (-3.8360, -1.0920, 1.9282)
O (-2.4093, 0.2609, 1.2645)
H (1.5962, -1.4442, 3.3833)
H (-4.0661, 0.6047, 2.3851)
H (1.2201, 0.2511, -3.9648)
C (1.7193, -2.5563, 0.5277)
C (-0.4843, 2.2511, -2.2101)
C (0.9118, -0.2748, -3.0540)
Si (0.7305, 0.9270, -1.5802)
H (3.6826, -0.1613, 0.1642)
H (-0.9308, 2.8334, -1.3996)
C (0.1892, 0.1025, -0.0487)
H (2.4757, 2.4635, -2.3944)
C (0.8428, -0.8682, 2.8354)
H (-1.2264, -2.9412, -0.3279)
H (3.6829, -0.5270, 1.8947)
H (-0.0152, -0.8134, -3.2674)
H (3.0737, 1.0528, 1.3167)
H (0.7607, 0.1062, 3.3225)
C (2.3934, 1.8091, -1.5197)
H (-2.8987, 0.8004, -1.6020)
H (-1.2959, 1.8161, -2.7963)

The following is a quantum chemistry calculation of a structure of composition C10H27LaN5, from OMol25.

**Charge**: +3
**E_HOMO**: -20.594 eV
**LUMO energy**: -0.378 Ha
**Relative energy (zero: lowest compared OMol25 entry of this formula, charge and spin)**: 0.050 eV
**Frontier orbital gap**: 10.310 eV

Positions of all 43 atoms, in Å:
H (-3.6469, 1.1660, 0.6699)
C (-2.3198, 1.8500, -0.8103)
C (1.1009, -0.7616, 2.7426)
H (1.7240, -3.2717, -0.4732)
H (-0.3214, -1.2969, -3.3846)
H (2.1823, 3.5824, 1.7045)
N (-0.9585, 0.1859, 1.5816)
H (1.6085, -2.3548, -2.5051)
H (-0.7450, -1.3060, -1.6942)
C (-1.1922, 0.5472, -2.7362)
C (-2.9394, 0.6962, -0.0178)
N (-1.0988, 1.5618, -1.6393)
H (-1.3266, 0.8628, 2.2514)
H (-2.7668, -0.8959, 1.3897)
H (2.4867, -2.6139, 1.5546)
C (2.4442, -1.7912, 0.8371)
C (-2.0959, -0.3239, 0.7439)
H (0.6147, 3.6584, 2.0676)
H (0.5039, -2.1419, -0.1192)
N (1.0856, -0.3558, -2.0976)
H (-0.8909, 1.0310, -3.6666)
C (-0.3229, -0.6790, -2.4811)
H (-0.8865, 2.4497, -2.0944)
H (-2.2279, 0.2340, -2.8802)
C (-0.3576, -0.9564, 2.3600)
N (2.0266, -0.5552, 1.5817)
H (1.5404, 0.0651, -2.9077)
H (3.4698, -1.6279, 0.4994)
La (0.8119, 1.1021, 0.0129)
C (1.8579, -1.6014, -1.7547)
H (-3.5704, 0.0999, -0.6814)
C (1.5736, -2.1949, -0.3604)
H (-2.0359, 2.6743, -0.1428)
H (1.1651, 4.3275, 0.7102)
H (-3.0981, 2.2467, -1.4662)
H (1.4139, -1.6336, 3.3238)
H (2.9192, -1.3760, -1.8743)
H (-0.4839, -1.8547, 1.7549)
H (1.2110, 0.1082, 3.3967)
N (1.2531, 3.4882, 1.2879)
H (-1.6487, -1.0511, 0.0610)
H (2.8799, -0.1720, 1.9861)
H (-0.9392, -1.1219, 3.2697)

The following is a quantum chemistry calculation of a structure of composition C10H28AsF6N4O5PbS3Sb in a non-equilibrium geometry, from OMol25.

**Charge**: -1
**Expectation value of S²**: 0.7567
**E_HOMO (spin up / spin down)**: -5.666 / -5.651 eV
**LUMO energy (spin up / spin down)**: 0.064 / -0.037 Ha
**Relative energy (zero: lowest compared OMol25 entry of this formula, charge and spin)**: 1.224 eV
**2S+1**: 2
**Frontier orbital gap (spin up / spin down)**: 7.411 / 4.658 eV

Positions of all 59 atoms, in Å:
C (1.1089, 0.6649, 3.4698)
H (2.3796, 2.7401, 2.2857)
H (-0.8838, 1.9607, 1.0800)
O (-2.5984, -3.3027, 3.0795)
H (2.1486, 0.2564, 3.5524)
S (-2.7365, -1.4118, 0.7739)
H (3.2025, 0.5431, -2.1064)
Sb (4.1679, -2.1873, 1.6050)
H (0.9887, 1.4015, 4.2647)
H (1.4731, 1.5106, -3.0118)
H (3.5912, 0.6509, -0.3201)
Pb (0.0471, -0.9083, -0.1867)
H (-4.8358, 2.2033, -0.0244)
S (-1.8591, 0.1507, -2.4005)
N (0.8159, -4.0291, -1.2197)
H (-5.3470, -1.1469, -1.2354)
H (-4.9191, -1.3661, -2.8357)
F (4.7356, -0.3593, 1.8169)
S (-1.9212, -2.0965, 2.6524)
C (1.2091, 2.1951, -2.2040)
H (2.7973, 1.2648, 1.3913)
H (3.9147, 1.9935, -1.4788)
C (-5.2829, -0.5957, -2.1647)
H (0.6902, 3.0270, 0.0910)
H (-1.1416, 1.3876, 2.7076)
H (-0.1025, -3.8356, 0.5644)
C (-3.8544, 1.7673, -0.3424)
H (1.5950, -3.5515, 0.6156)
H (-6.2216, -0.1375, -2.5317)
H (-3.0581, 2.5892, -0.4996)
As (-3.8816, 0.7758, -1.9582)
N (0.8426, 1.2777, 2.1358)
C (-0.4598, 1.9933, 2.1140)
F (3.1345, -2.2273, 3.2707)
O (0.9603, -1.9239, -2.1234)
C (1.7233, 2.6302, 0.1661)
H (1.5757, 3.2444, -2.3897)
H (0.3706, -0.1986, 3.5889)
H (-4.2040, 1.2420, -4.4331)
F (4.9384, -2.2014, -0.1434)
F (5.6987, -3.0266, 2.3981)
O (-1.8905, -0.9697, 3.6078)
C (1.9821, 1.9844, 1.5437)
F (3.2780, -3.8935, 1.2603)
H (-3.5468, 1.0284, 0.4263)
O (-0.5403, -2.3408, 2.0406)
F (2.5514, -1.3868, 0.7774)
O (0.8286, -3.8212, -3.4254)
C (0.8224, -3.1489, -2.3782)
H (2.4482, 3.4503, 0.0668)
N (0.7735, -3.6830, 0.0557)
H (-3.4670, 2.6259, -3.5908)
H (-5.2989, 2.3443, -3.5674)
H (0.0992, 2.1721, -2.1643)
H (0.8527, -5.0662, -1.4954)
C (3.1953, 1.1723, -1.2040)
N (1.7936, 1.6768, -0.9471)
H (-0.3991, 3.0240, 2.5352)
C (-4.2848, 1.8672, -3.5552)

The following is a quantum chemistry calculation of a cluster of 3 separate species, C10H28IN4O2 in total in a non-equilibrium geometry, from OMol25.

**Charge**: +1
**E_HOMO**: -11.695 eV
**LUMO energy**: -0.181 Ha
**Relative energy (zero: lowest compared OMol25 entry of this formula, charge and spin)**: 4.081 eV
**Frontier orbital gap**: 6.765 eV

Positions of all 45 atoms, in Å:
H (-2.3841, 3.8744, 2.2982)
H (4.0507, -2.2363, -5.3585)
N (1.5458, 0.4914, -0.0685)
H (1.5558, -1.9994, -5.1684)
N (2.6669, 2.5984, -0.7353)
H (-3.2025, -4.4417, 1.8288)
H (3.1937, 3.4755, -0.5234)
C (-2.8586, -3.5577, 2.3730)
C (-1.0537, 0.4423, -0.3259)
H (1.6112, -0.7991, -3.2066)
H (2.3720, 1.4411, 2.4297)
H (2.4419, 3.1022, 1.9465)
C (-1.3701, -3.3516, 2.1833)
N (2.7308, 2.1202, 1.7230)
H (0.2037, 1.0890, 1.5971)
H (-1.9725, -0.1993, 0.0848)
H (-2.5233, 1.9750, 3.6037)
C (-2.5422, 2.7002, 0.2628)
H (4.1873, -2.1266, -3.5871)
O (-0.9459, -2.1970, 2.8925)
H (-3.5919, 2.1534, 0.2923)
H (-0.5604, 2.6363, -1.0659)
H (-2.7223, 3.8022, -0.1575)
H (2.1031, -0.3747, 0.1511)
H (-0.7267, -0.1200, -1.3273)
H (-3.4162, -2.6847, 2.0182)
H (-3.1005, -3.6804, 3.4338)
C (-1.4913, 1.9560, -0.7798)
H (2.1300, -3.3980, -4.2391)
H (3.6290, -0.7333, -4.5046)
N (-2.4443, 1.7058, 2.5988)
C (0.2379, 0.3619, 0.6811)
C (2.3101, 1.7529, 0.3109)
H (-0.7712, 3.0284, 1.8134)
H (0.2389, -0.7425, 1.1353)
O (1.5859, -1.7683, -3.1295)
C (2.1617, -2.3068, -4.3105)
H (-1.1355, -3.2075, 1.1245)
H (-1.8578, 0.8544, 2.4551)
C (-1.9421, 2.8920, 1.7865)
I (2.1207, 2.0193, -2.6650)
C (3.5909, -1.8264, -4.4548)
H (-0.8047, -4.2150, 2.5475)
H (-2.0994, 1.8322, -1.7971)
H (-1.1509, -2.3385, 3.8326)